Molecular formula: C4H12
Method: DFT, ωB97M-V with the def2-TZVPD basis set

The HOMO-LUMO gap comes out at 12.59 eV. For the LUMO energy, the calculation gives 1.113 eV. As for the structure (SMILES): CC.CC.

The geometry in XYZ format:
```
16
Properties=species:S:1:pos:R:3:forces:R:3:nbo_charge:R:1
C 0.0668 -0.7529 -1.9233 -0.1 -0.6 0.2 -0.6027
C 1.5321 -1.1187 -1.7336 -0.2 -0.5 0.0 -0.6048
H -0.6244 -1.4765 -2.3599 0.5 -0.3 -0.3 0.2019
H -0.3248 -0.6192 -0.9182 -0.3 0.6 -0.2 0.1975
H 0.0364 0.1314 -2.5535 -0.4 0.3 0.3 0.2035
H 2.0322 -1.3590 -2.6693 0.2 0.5 -0.1 0.2025
H 1.9413 -0.2474 -1.2139 0.6 -0.3 -0.3 0.2035
H 1.7050 -2.0094 -1.1210 -0.3 0.2 0.2 0.2007
C -0.7022 0.5524 2.4458 1.0 0.6 0.6 -0.6133
C -0.9366 1.2946 1.1268 0.3 -0.4 0.3 -0.6100
H -1.1874 1.0198 3.2921 -0.8 0.1 0.0 0.2026
H -0.9597 -0.5051 2.4246 -0.1 0.1 -0.1 0.2045
H 0.3292 0.6648 2.8064 0.2 -0.5 -0.6 0.2016
H -0.5584 0.6824 0.3032 -0.6 0.2 0.1 0.2027
H -1.9988 1.5351 1.0560 0.1 -0.1 -0.5 0.2056
H -0.3505 2.2078 1.0376 -0.1 0.2 0.4 0.2043
```
Forces are in eV/Å.